1.
This record from the Open Molecules 2025 dataset describes a molecular structure, C49H55F4N4P2PdSi at a distorted geometry. The level of theory is the ωB97M-V functional and the def2-TZVPD basis.

Output
net charge: +1
HOMO-LUMO gap (spin up / spin down): 8.753 / 4.903 eV
spin multiplicity: 3

The geometry in XYZ format:
```
116
C49H55F4N4P2PdSi | the Open Molecules 2025 dataset | the ωB97M-V functional and the def2-TZVPD basis
Pd 12.1139 12.4444 15.6622
C 12.7918 15.2893 13.8958
Si 12.1988 14.7511 15.6113
C 13.4310 15.3627 16.8692
C 13.5634 16.7116 17.1909
C 14.5974 17.1168 18.0271
C 15.5372 16.1639 18.4488
C 15.4467 14.8280 18.1189
C 14.3536 14.4231 17.3315
P 14.0721 12.6968 16.9277
C 15.6520 12.1009 16.2774
C 15.5807 10.6795 15.7202
C 16.9703 10.0903 15.5883
C 17.9426 11.1926 15.1090
C 17.2219 12.2639 14.3094
C 16.1988 13.0237 15.1757
C 13.7855 11.9163 18.6003
C 12.9956 10.6103 18.4825
C 13.0796 9.8050 19.7854
C 14.5326 9.3280 19.9672
C 15.5566 10.3097 19.3914
C 15.0446 11.7389 19.4835
C 10.5144 15.4872 15.8480
C 10.2905 16.8795 15.8614
C 9.0030 17.3732 15.9790
C 7.9232 16.5034 15.9746
C 8.1048 15.1027 15.9185
C 9.4029 14.5928 15.8843
P 9.7964 12.8234 15.7857
C 9.2988 12.0648 17.4083
C 9.9329 12.8304 18.5842
C 9.6745 12.1393 19.9194
C 8.1953 11.9113 20.1708
C 7.5392 11.1903 19.0169
C 7.7858 11.9009 17.6813
C 8.5853 12.0917 14.6132
C 8.6555 12.8009 13.2307
C 7.9352 11.9619 12.1861
C 8.6152 10.6111 12.0202
C 9.4948 10.1954 13.2248
C 8.8492 10.5685 14.5382
H 12.8494 16.3927 13.7824
H 12.1373 14.8573 13.1214
H 13.7678 14.8666 13.6584
H 12.8477 17.4415 16.8169
H 14.6854 18.1348 18.3586
H 16.3220 16.4857 19.1119
H 16.2314 14.1605 18.4842
H 16.3796 12.0770 17.1176
H 15.1064 10.7141 14.7203
H 14.9624 10.0030 16.3528
H 16.9555 9.2665 14.8835
H 17.3035 9.7118 16.5348
H 18.7472 10.7538 14.4994
H 18.3999 11.6836 15.9710
H 16.6725 11.8229 13.4615
H 17.9539 12.9757 13.9219
H 15.3714 13.3710 14.5273
H 16.6487 13.9181 15.5968
H 13.1592 12.6746 19.0748
H 13.3475 10.0286 17.6344
H 11.9693 10.8715 18.3063
H 12.4001 8.9314 19.7728
H 12.7782 10.4754 20.5778
H 14.7028 8.3705 19.4856
H 14.7223 9.2272 21.0315
H 15.7396 10.1009 18.3297
H 16.5060 10.2071 19.8976
H 15.8255 12.4339 19.2458
H 14.7652 11.9522 20.5183
H 11.1499 17.5437 15.7554
H 8.8601 18.4477 16.0241
H 6.9076 16.8864 16.0612
H 7.2385 14.4617 15.8489
H 9.7497 11.0633 17.3993
H 9.5350 13.8438 18.6403
H 11.0060 12.9358 18.4586
H 10.0848 12.7473 20.7167
H 10.2001 11.1947 19.9554
H 7.7426 12.9044 20.2262
H 8.0590 11.3954 21.1070
H 6.4741 11.1204 19.2222
H 7.9028 10.1753 18.9405
H 7.3453 12.8952 17.7100
H 7.2980 11.3566 16.8676
H 7.5732 12.2415 14.9850
H 9.6947 12.9318 12.9238
H 8.2041 13.8095 13.2995
H 7.9025 12.4752 11.2257
H 6.8824 11.8274 12.4864
H 9.2346 10.5788 11.1219
H 7.8329 9.8431 11.9007
H 10.4775 10.6702 13.1514
H 9.6624 9.1138 13.1793
H 9.4339 10.2036 15.3816
H 7.8726 10.0862 14.5989
F 12.6379 10.8233 12.0050
C 12.3644 9.6282 11.4875
C 11.8192 9.6025 10.1878
F 11.6055 10.7847 9.6408
C 11.4590 8.4060 9.5575
C 11.8234 7.2368 10.2336
C 12.4348 7.2595 11.5172
F 12.7426 6.1004 12.0649
C 12.6699 8.4535 12.1799
C 13.1316 8.5533 13.5644
C 12.6704 9.5524 14.4208
N 12.3103 10.3488 15.1759
C 14.0610 7.6616 14.0968
N 14.9245 7.0273 14.5360
F 11.5867 6.0450 9.6870
C 10.7316 8.3486 8.2919
C 10.5418 7.1515 7.5903
N 10.3530 6.2228 6.9327
C 10.2249 9.4703 7.6447
N 9.7727 10.3815 7.1148
```



2.
This record from the Open Molecules 2025 dataset describes a molecular structure, C49H55N7OP2STi at a distorted geometry. The level of theory is the ωB97M-V functional and the def2-TZVPD basis.

Output
net charge: +2
HOMO-LUMO gap (spin up / spin down): 4.816 / 4.817 eV

The geometry in XYZ format:
```
116
C49H55N7OP2STi | the Open Molecules 2025 dataset | the ωB97M-V functional and the def2-TZVPD basis
Ti 0.0603 -1.8736 -1.3179
C -1.3309 -3.7254 -3.3966
N -0.2224 -2.7702 -3.2654
C -0.4161 -1.5709 -4.0535
C 1.1075 -3.3784 -3.1639
C 2.1583 -3.2210 -4.0909
C 3.3105 -3.9452 -3.8733
C 3.4291 -4.7869 -2.7857
C 2.4647 -4.9063 -1.7946
C 1.3201 -4.1495 -1.9384
N 0.3855 -3.8117 -0.9055
C 0.8844 -3.9152 0.4114
C 2.0249 -3.1545 0.7952
C 2.4692 -3.0929 2.0873
C 1.8169 -3.8093 3.0774
C 0.7069 -4.5609 2.7705
C 0.1801 -4.6676 1.4333
N -1.0420 -5.3224 1.2173
C -1.4090 -6.3057 0.2416
C -2.1312 -4.9872 2.0917
H -1.4127 -4.1048 -4.4221
H -1.2216 -4.5869 -2.7196
H -2.2518 -3.1848 -3.1203
H -0.8080 -0.8266 -3.3611
H 0.5152 -1.1616 -4.4400
H -1.1949 -1.6408 -4.8263
H 2.0062 -2.6779 -5.0361
H 4.1140 -3.8890 -4.6198
H 4.3574 -5.3732 -2.6705
H 2.6949 -5.6028 -0.9607
H 2.5835 -2.6178 0.0359
H 3.2460 -2.3991 2.3004
H 2.1136 -3.7107 4.1515
H 0.1933 -5.0586 3.6230
H -1.7450 -7.2578 0.7276
H -2.2853 -5.9457 -0.2919
H -0.6204 -6.5678 -0.4797
H -2.2475 -3.8779 2.1844
H -1.9146 -5.4559 3.0815
H -3.0657 -5.3676 1.6929
C 0.9265 6.1846 2.8299
S 1.0148 6.5115 1.0608
C -0.3523 5.4831 0.4561
C 0.2171 4.2866 -0.3617
C -0.1965 2.9192 0.2089
N -0.2363 1.7987 -0.7330
P 0.9552 0.4921 -0.7034
C 2.2071 0.8494 0.5783
C 3.2214 1.8127 0.4030
C 4.2163 1.8847 1.4018
C 4.0955 1.1634 2.5832
C 2.9703 0.3505 2.8226
C 2.0715 0.1379 1.7816
C 1.9185 0.9423 -2.1584
C 1.3240 1.8452 -3.0910
C 2.1563 2.4562 -4.0226
C 3.4649 2.0010 -4.2247
C 4.0340 1.0532 -3.3894
C 3.2215 0.4453 -2.3847
P -1.6991 1.3517 -1.6065
C -2.3054 2.9226 -2.3301
C -2.0986 2.9960 -3.7207
C -2.6270 4.0790 -4.4574
C -3.2815 5.0991 -3.8142
C -3.4718 5.0274 -2.4508
C -3.0112 3.9619 -1.6991
C -2.9054 1.1935 -0.2436
C -2.5436 0.8317 1.0811
C -3.5295 0.8185 2.0793
C -4.9034 0.9404 1.7528
C -5.2721 1.0877 0.4247
C -4.2696 1.2467 -0.5738
H 1.8988 6.3797 3.2458
H 0.6311 5.1306 3.0549
H 0.2837 6.9095 3.3198
H -1.0085 6.1073 -0.1713
H -0.9710 5.1981 1.2845
H 1.3250 4.4269 -0.4431
H -0.1111 4.3896 -1.4307
H -1.2176 3.0297 0.5986
H 0.4374 2.6365 1.0495
H 3.3237 2.4554 -0.4836
H 4.9663 2.6176 1.2567
H 4.8688 1.2491 3.3520
H 2.8157 -0.0973 3.8180
H 1.3589 -0.6998 1.9053
H 0.3100 2.2566 -2.9286
H 1.7836 3.1928 -4.7487
H 4.0992 2.4519 -5.0010
H 5.0754 0.8683 -3.5018
H 3.5782 -0.3893 -1.7965
H -1.7332 2.1124 -4.2610
H -2.5516 4.1285 -5.5461
H -3.6772 5.9626 -4.3446
H -3.9404 5.8576 -1.9336
H -3.2556 3.8717 -0.6383
H -1.4934 0.6752 1.3749
H -3.2160 0.7715 3.1395
H -5.6778 0.7699 2.4883
H -6.2938 1.1582 0.1049
H -4.5816 1.3754 -1.6353
O -3.4576 -3.6799 -0.1798
C -2.5674 -2.9671 -0.5332
N -1.7261 -2.1460 -0.8462
C -1.2106 2.3535 5.4168
C -0.6215 1.0358 5.5464
N -0.9076 -0.0496 4.8498
C -0.0407 -1.0030 5.2350
C 0.7557 -0.5614 6.2618
N 0.3738 0.7641 6.4786
H -0.5705 3.0586 4.8160
H -1.3607 2.7881 6.4061
H -2.1544 2.2445 4.9005
H 0.0172 -1.9511 4.6945
H 1.4517 -1.0945 6.9414
H 0.8563 1.4997 6.9957
```



Let's list energy relative to the best compared isomer or geometry (same formula, charge and spin) in order: 0.00; 52.87 kcal/mol.